Record 1
Formula: C4H6N2O
Source: the OMol25 dataset
Level of theory: the ωB97M-V functional and the def2-TZVPD basis

Its spin multiplicity is 1. The value obtained for the orbital gap is 8.139 eV.

Cartesian coordinates (Å):
N: -1.959 0.482 -0.351
C: -0.661 -0.049 -0.160
C: -0.497 -1.477 -0.492
N: 0.596 -2.100 -0.306
C: 1.660 1.142 0.182
O: 2.302 1.364 1.351
C: 0.406 0.649 0.218
H: -2.677 -0.118 0.040
H: -2.061 1.409 0.044
H: -1.403 -1.939 -0.912
H: 0.508 -3.067 -0.620
H: 3.139 1.787 1.125
H: 0.647 1.916 -0.118

Löwdin atomic charge list, values in e, 8 entries:
1 N 0.066
2 C -0.335
3 C -0.204
4 N 0.106
5 C -0.189
6 O -0.010
7 C -0.034
8 H 0.081

Record 2
Formula: C4H6N2O
Source: the OMol25 dataset
Level of theory: the ωB97M-V functional and the def2-TZVPD basis

Its spin multiplicity is 1. The value obtained for the orbital gap is 9.235 eV.

Cartesian coordinates (Å):
C: 0.796 0.423 1.487
C: 0.824 -0.799 -0.859
C: -2.202 0.644 -0.567
O: -0.014 -0.148 0.472
N: -0.264 -0.641 -1.584
N: 1.978 -1.241 -0.807
C: -1.079 -0.019 -0.747
H: 2.303 -1.751 -1.618
H: 1.805 0.012 1.508
H: 0.917 1.491 1.297
H: 0.282 0.226 2.428
H: -2.499 0.990 0.408
H: -2.847 0.812 -1.416

Löwdin atomic charge list, values in e, 8 entries:
1 C -0.050
2 C -0.350
3 C 0.055
4 O -0.142
5 N 0.118
6 N 0.161
7 C -0.271
8 H 0.078

Record 3
Formula: C4H6N2O
Source: the OMol25 dataset
Level of theory: the ωB97M-V functional and the def2-TZVPD basis

Its spin multiplicity is 1. The value obtained for the orbital gap is 7.935 eV. As for the SMILES: Nc1ccc(O)[nH]1.

Cartesian coordinates (Å):
N: -2.317 -0.199 -0.161
C: -0.926 0.013 -0.256
C: -0.221 1.161 -0.444
C: 1.157 0.858 -0.169
C: 1.223 -0.477 0.081
O: 2.270 -1.272 0.418
N: -0.038 -1.013 0.013
H: -2.491 -0.734 0.688
H: -2.726 0.714 0.011
H: -0.643 2.121 -0.715
H: 1.908 1.551 0.162
H: 3.062 -0.730 0.293
H: -0.258 -1.994 0.081

Löwdin atomic charge list, values in e, 8 entries:
1 N 0.078
2 C -0.393
3 C -0.064
4 C -0.061
5 C -0.403
6 O 0.064
7 N 0.143
8 H 0.083

Record 4
Formula: C4H6N2O
Source: the OMol25 dataset
Level of theory: the ωB97M-V functional and the def2-TZVPD basis

Its spin multiplicity is 1. The value obtained for the orbital gap is 9.328 eV.

Cartesian coordinates (Å):
C: 0.911 -0.459 -0.932
C: -1.152 0.381 0.155
C: -0.063 1.209 0.744
C: 0.156 0.771 -0.598
H: 0.891 -2.582 0.024
H: -0.893 -1.284 1.457
H: -2.257 0.531 0.177
H: 0.730 0.875 1.354
H: -0.015 2.328 0.822
H: 0.503 1.453 -1.594
N: 0.288 -1.452 -0.348
N: -0.949 -1.141 0.362
O: 1.852 -0.629 -1.623

Löwdin atomic charge list, values in e, 8 entries:
1 C -0.631
2 C -0.153
3 C -0.129
4 C -0.181
5 H 0.310
6 H 0.146
7 H 0.144
8 H 0.101

Record 5
Formula: C4H6N2O
Source: the OMol25 dataset
Level of theory: the ωB97M-V functional and the def2-TZVPD basis

Its spin multiplicity is 1. The value obtained for the orbital gap is 11.207 eV.

Cartesian coordinates (Å):
C: -2.106 0.245 -0.141
C: -0.777 -0.471 -0.042
O: 0.245 0.541 -0.002
C: 1.488 0.091 -0.023
N: 1.843 -1.108 0.100
C: 2.648 1.607 0.834
N: 2.406 1.223 -0.274
H: -2.135 0.877 -1.034
H: -2.913 -0.490 -0.207
H: -2.278 0.875 0.736
H: -0.578 -1.109 -0.908
H: -0.698 -1.088 0.858
H: 2.855 -1.193 0.104

Löwdin atomic charge list, values in e, 8 entries:
1 C -0.069
2 C -0.230
3 O -0.033
4 C -0.594
5 N 0.182
6 C 0.131
7 N 0.054
8 H 0.081

Record 6
Formula: C4H6N2O
Source: the OMol25 dataset
Level of theory: the ωB97M-V functional and the def2-TZVPD basis

Its spin multiplicity is 1. The value obtained for the orbital gap (alpha / beta) is 8.634 / 8.632 eV.

Cartesian coordinates (Å):
C: -0.797 0.772 0.193
C: 0.682 0.720 0.229
C: 0.883 -0.849 0.341
O: -1.328 1.438 -0.858
N: 1.653 -1.526 -0.461
C: -0.963 -1.066 -0.047
N: -1.768 -1.838 -0.350
H: -2.284 1.294 -0.904
H: -1.331 0.830 1.143
H: 2.241 -0.932 -1.042
H: 1.089 1.066 -0.719
H: 1.117 1.239 1.081
H: 0.808 -1.148 1.392

Löwdin atomic charge list, values in e, 8 entries:
1 C -0.264
2 C -0.118
3 C -0.366
4 O 0.049
5 N 0.096
6 C -0.224
7 N 0.136
8 H 0.129

Record 7
Formula: C4H6N2O
Source: the OMol25 dataset
Level of theory: the ωB97M-V functional and the def2-TZVPD basis

Its spin multiplicity is 1. The value obtained for the orbital gap is 9.407 eV.

Cartesian coordinates (Å):
C: -1.506 1.459 -0.039
C: -0.439 0.410 -0.064
N: -0.200 -0.487 -0.924
C: 0.824 -1.366 -0.277
C: 1.110 -0.838 1.139
O: 2.109 -1.306 -0.837
N: 0.410 0.278 1.099
H: -2.134 1.391 -0.927
H: -1.067 2.461 0.024
H: -2.143 1.332 0.848
H: 0.392 -2.376 -0.314
H: 2.196 -1.931 -1.561
H: 0.450 0.974 1.832

Löwdin atomic charge list, values in e, 8 entries:
1 C -0.016
2 C -0.380
3 N 0.151
4 C -0.432
5 C 0.041
6 O -0.025
7 N 0.044
8 H 0.082

Record 8
Formula: C4H6N2O
Source: the OMol25 dataset
Level of theory: the ωB97M-V functional and the def2-TZVPD basis

Its spin multiplicity is 1. The value obtained for the orbital gap is 9.100 eV. As for the SMILES: N[C@@H]1NC=CC1=O.

Cartesian coordinates (Å):
N: 1.919 0.653 -0.040
C: 0.624 0.100 -0.288
N: -0.437 1.079 -0.265
C: -1.609 0.438 -0.024
C: -1.437 -0.865 0.340
C: 0.001 -1.112 0.433
O: 0.644 -2.079 0.796
H: 2.622 0.052 -0.450
H: 2.128 0.740 0.950
H: 0.634 -0.422 -1.264
H: -0.327 2.018 -0.608
H: -2.546 0.976 -0.143
H: -2.215 -1.578 0.563

Löwdin atomic charge list, values in e, 8 entries:
1 N 0.080
2 C -0.358
3 N 0.034
4 C -0.104
5 C -0.017
6 C -0.390
7 O 0.051
8 H 0.080

Calculated energy above the lowest of the compared OMol25 structures with the same formula, charge and spin (eV), listed in the same order as above: 5.440; 4.668; 1.195; 5.446; 2.911; 4.697; 2.956; 1.152